Computed, not measured: a structure of composition C26H54CeCl2N2O3P2 at a distorted geometry, with wB97M-V/def2-TZVPD.

Summary:
- highest occupied orbital energy (spin up / spin down) (eV) = -7.05 / -7.05
- orbital gap (spin up / spin down) (eV) = 6.9 / 6.9

Structure (ORCA input):
```
! wB97M-V def2-TZVPD RIJCOSX def2/J DEFGRID3
* xyz 0 1
Ce -0.19613 0.08125 -1.36473
Cl 0.40891 -0.08404 -3.95474
P -0.58674 -2.75181 -1.30196
C 0.79242 -3.27134 -2.41486
C -0.60589 -3.61687 0.28008
C -2.15765 -2.64082 -2.29850
C 2.17500 -2.61705 -2.22420
H 0.37330 -2.97589 -3.39655
C 0.82081 -4.78325 -2.20875
H 1.41462 -5.02425 -1.31753
H 1.32470 -5.16042 -3.09558
H -0.18299 -5.23114 -2.15277
H 2.26030 -1.70123 -2.82559
H 2.88781 -3.35024 -2.62384
H 2.43044 -2.39327 -1.17122
H -1.83282 -2.09664 -3.20670
C -3.38348 -1.90226 -1.73028
C -2.48146 -4.10129 -2.59030
H -1.81667 -4.49107 -3.36606
H -3.50632 -4.10554 -2.96334
H -2.44180 -4.71750 -1.67474
H -3.23147 -1.05010 -1.07118
H -4.02538 -2.60074 -1.16786
H -3.90026 -1.39500 -2.56590
C 0.69598 -3.50139 1.06710
H -0.62394 -4.60590 -0.18072
C -1.91208 -3.45309 1.11450
H 1.62566 -3.77943 0.53621
H 0.58083 -3.84116 2.11292
H 1.05403 -2.49104 1.23972
H -2.32050 -2.45841 1.28467
H -1.72905 -3.81684 2.12808
H -2.80012 -3.83850 0.59626
Cl -0.83501 0.87960 1.31527
H -2.04742 0.34111 -1.83634
P 0.30350 2.78093 -1.27244
C -0.67681 3.19526 -2.74337
C -0.22127 3.56336 0.26486
C 2.05491 2.58850 -1.70724
C -2.05331 2.54626 -3.01022
H 0.02158 2.89476 -3.54902
C -0.78443 4.71332 -2.60411
H -1.62433 4.97098 -1.94747
H -0.99073 5.06597 -3.61215
H 0.14580 5.17918 -2.24853
H -1.96784 1.57631 -3.52067
H -2.57315 3.22473 -3.69982
H -2.67965 2.42744 -2.10991
H 2.02783 2.01726 -2.65738
C 2.97544 1.83058 -0.73184
C 2.48725 4.03424 -1.90196
H 2.08279 4.42535 -2.83770
H 3.57511 4.00806 -1.95913
H 2.19329 4.66265 -1.04426
H 2.47191 1.15108 -0.03712
H 3.56129 2.52997 -0.11900
H 3.66630 1.20328 -1.31292
C -1.71589 3.33567 0.57960
H -0.03754 4.56495 -0.17605
C 0.72680 3.29920 1.44292
H -2.35391 3.91530 -0.08673
H -1.85791 3.66170 1.60977
H -2.03512 2.27152 0.53206
H 0.73686 2.24014 1.74651
H 0.30753 3.87638 2.26503
H 1.75261 3.61354 1.23637
C -1.65238 0.64384 3.75114
C -0.12466 0.81548 3.79086
C 1.11342 -0.16383 3.05104
C 2.31450 0.18482 3.97851
C 2.54196 1.64837 4.31247
C 0.41451 -1.44078 3.44016
O 0.54470 -1.99883 4.50938
N -0.55585 -1.80852 2.47365
C -0.57777 -1.09493 0.96811
O -1.52942 -1.33306 0.14141
N 0.98601 -1.09032 0.49508
C 1.85326 -0.58893 1.49832
O 3.09354 -0.39478 1.31212
H -2.17363 1.10659 2.89341
H -2.03847 1.30027 4.53797
H -2.03103 -0.37457 3.88414
H 0.17351 1.84535 3.58462
H 0.13378 0.53932 4.82208
H 2.11682 -0.33119 4.92117
H 3.24179 -0.27458 3.62807
H 1.68311 2.07887 4.83806
H 3.38955 1.76257 4.99508
H 2.74594 2.26434 3.43410
H -1.40971 -2.11787 2.98047
*
```



Computed, not measured: a structure of composition C23H71N6O8 at a distorted geometry, with wB97M-V/def2-TZVPD.

Summary:
- ΔE to the lowest compared entry with this formula, charge and spin (kcal/mol) = 238.6
- highest occupied orbital energy (eV) = -10.93
- orbital gap (eV) = 9.2

Structure (ORCA input):
```
! wB97M-V def2-TZVPD RIJCOSX def2/J DEFGRID3
* xyz 1 1
N -0.81877 -0.04055 -0.36781
H -0.95977 -0.51355 -1.09381
H -1.00177 0.89945 -0.56281
H 0.08523 0.09245 -0.14881
H -1.26577 -0.36855 0.59919
C 1.83923 -3.10155 5.23319
C 0.61823 -2.65955 6.03819
C -0.64977 -3.07055 5.21019
O -0.79777 -2.33355 4.03719
C -2.11177 -2.47855 3.57319
N 0.60823 -3.16555 7.32519
H 2.01823 -2.80655 4.11819
H 1.93623 -4.22455 5.43119
H 2.55823 -2.52655 5.73319
H 0.78923 -1.63555 5.91619
H -1.45277 -2.97855 6.08819
H -0.44777 -4.24955 5.11519
H -2.21277 -3.54955 3.07119
H -2.50377 -1.88055 2.56719
H -2.77677 -2.29755 4.20519
H -0.18377 -2.79655 7.83219
H 1.38323 -2.46055 7.53019
C -2.29277 4.35445 -0.02081
C -0.88777 4.19745 -0.54581
C 0.01523 3.64045 0.53019
O 0.16623 4.79445 1.40419
C 1.18823 4.52345 2.36819
N -0.95777 3.11845 -1.52981
H -3.07477 4.58145 -0.69281
H -2.31777 5.12745 0.78819
H -2.83377 3.49745 0.42719
H -0.41677 5.24145 -0.87381
H 1.09823 3.20145 0.35919
H -0.26477 2.75545 1.00719
H 0.69623 4.08545 3.19319
H 1.59823 5.58945 2.79619
H 1.96723 4.13045 1.82919
H 0.01823 3.27845 -2.19381
H -1.63777 3.34645 -2.36781
C 1.41223 -3.83155 0.98219
C 0.19423 -4.70055 1.42219
C -0.89977 -4.77655 0.29519
O -1.34677 -3.38555 0.10919
C -2.50677 -3.43555 -0.65081
N 0.63623 -6.06555 1.47519
H 1.86723 -4.07255 0.12119
H 1.87823 -3.77455 1.99519
H 1.10923 -2.78155 0.84619
H 0.09623 -4.64655 2.44219
H -1.82977 -5.40655 0.81019
H -0.63077 -5.27655 -0.66481
H -2.90477 -2.60955 -0.84781
H -3.31877 -3.85355 -0.18181
H -2.40277 -3.64355 -1.59281
H 0.01923 -6.66855 1.76619
H 1.36923 -6.27555 1.91319
C -2.64977 2.19045 -2.74081
C -2.79077 2.99245 -4.09781
C -1.48777 3.03745 -4.74881
O -0.66677 3.94945 -4.01481
C 0.72923 4.28045 -4.58281
N -3.63777 2.19745 -5.02281
H -2.34977 1.20245 -2.70681
H -3.62477 2.00745 -2.31881
H -1.91077 2.52345 -2.10781
H -3.21777 4.04845 -4.10081
H -1.60577 3.55645 -5.76381
H -1.07477 1.97645 -4.92681
H 1.17723 3.33745 -4.52981
H 1.37723 4.74545 -3.87981
H 0.65823 4.97245 -5.36081
H -4.67277 2.29345 -4.81981
H -3.51577 2.35345 -6.02281
C 2.46823 1.14545 -1.55981
C 2.82323 -0.37755 -2.02181
C 4.25223 -0.83655 -1.78081
O 5.25223 0.02945 -2.37081
C 6.51723 -0.14455 -1.74381
N 1.94923 -1.15655 -1.25981
H 3.14823 2.16645 -1.88081
H 2.28523 1.22345 -0.65081
H 1.51023 1.40245 -2.06081
H 2.73123 -0.28855 -3.21981
H 4.40323 -1.93255 -1.76781
H 4.41623 -0.75655 -0.67481
H 6.75523 -1.23355 -1.59581
H 6.51723 0.35145 -0.64281
H 7.40723 0.28345 -2.27781
H 1.69523 -2.00355 -1.90281
H 2.55923 -1.46855 -0.54381
C -0.56977 0.21145 -4.03981
O -1.62377 -0.63355 -3.42281
H -0.68377 0.54045 -5.15481
H 0.33123 -0.29755 -3.72381
H -0.31777 1.10045 -3.62281
H -2.11477 -0.91555 -4.18781
C 0.93123 0.53845 2.99519
O 0.29823 -0.63655 2.37119
H 1.60023 0.92045 2.42119
H 1.31623 0.39745 3.93019
H 0.34423 1.45945 3.03519
H 0.03023 -1.28155 3.01619
C -2.97277 0.47745 0.01919
O -1.79677 1.04745 0.88319
H -2.57177 0.00445 -0.86681
H -3.41177 1.49745 -0.26781
H -3.48377 -0.26555 0.68019
H -2.19177 1.65345 1.46619
*
```



Computed, not measured: a structure of composition C33H29GeMoN4O4S2, with wB97M-V/def2-TZVPD.

Summary:
- ΔE to the lowest compared entry with this formula, charge and spin (kcal/mol) = 0.0
- highest occupied orbital energy (spin up / spin down) (eV) = -3.27 / -3.27
- orbital gap (spin up / spin down) (eV) = 5.7 / 5.7

Structure (ORCA input):
```
! wB97M-V def2-TZVPD RIJCOSX def2/J DEFGRID3
* xyz -1 1
Mo -1.14909 1.16154 1.02081
O 4.72412 3.21078 3.18425
S 4.34488 2.32095 2.11395
O 5.36494 2.05116 1.12540
N 2.95092 2.76188 1.42386
C 2.00031 1.86008 1.61270
O 0.83642 2.01013 1.20426
C 2.44296 0.65635 2.39415
C 1.72698 -0.48747 2.71442
C 2.36734 -1.48289 3.44063
C 3.69305 -1.34252 3.84487
C 4.41080 -0.20001 3.51265
C 3.76199 0.77275 2.78491
H 0.71457 -0.61015 2.34583
H 1.83410 -2.39819 3.67674
H 4.17056 -2.13896 4.40198
H 5.44928 -0.08395 3.80099
C -2.80995 -0.03062 3.77727
C -1.50424 0.70114 3.91726
N -0.76566 0.44400 5.00289
O -1.09523 1.56120 3.11522
H -3.06152 -0.58506 4.68300
H -2.73493 -0.70050 2.92626
H -3.58676 0.69611 3.54418
H -0.99538 -0.32658 5.60340
H 0.17746 0.80257 5.01597
C -0.95386 -0.52345 0.64288
Ge -0.28188 -1.42502 -0.88237
C -1.29168 -3.07779 -1.28590
C -0.93589 -3.91916 -2.34055
C -1.67709 -5.05948 -2.62602
C -2.79406 -5.37210 -1.85815
C -3.16196 -4.54089 -0.80715
C -2.41321 -3.40338 -0.52513
C -0.53642 -0.23327 -2.43573
C 0.22718 0.92453 -2.59929
C -0.06937 1.84222 -3.59879
C -1.14662 1.62488 -4.44945
C -1.91926 0.48031 -4.29669
C -1.61393 -0.43785 -3.29851
C 1.60871 -1.93659 -0.61549
C 1.96327 -3.27180 -0.41624
C 3.27291 -3.62503 -0.11063
C 4.25204 -2.64283 -0.00115
C 3.91667 -1.30771 -0.19841
C 2.60274 -0.96583 -0.49854
H -0.06731 -3.68128 -2.94951
H -1.38763 -5.70349 -3.44843
H -3.37648 -6.25885 -2.08061
H -4.03456 -4.77732 -0.20893
H -2.69913 -2.74601 0.29151
H 1.05641 1.12999 -1.92866
H 0.53624 2.73579 -3.70366
H -1.38671 2.34765 -5.22070
H -2.76878 0.30595 -4.94818
H -2.23155 -1.32290 -3.18402
H 1.20755 -4.04659 -0.49181
H 3.52630 -4.66718 0.04798
H 5.27207 -2.91392 0.24762
H 4.66319 -0.52686 -0.09073
H 2.35286 0.08738 -0.60579
C -3.68869 5.56465 -2.78503
C -2.90732 4.62194 -1.92141
C -1.51100 4.65548 -1.91340
C -0.85729 3.74678 -1.11204
N -1.53612 2.87779 -0.37765
C -2.89870 2.89916 -0.43428
S -3.59669 1.69109 0.57304
N -3.59918 3.76098 -1.18329
H -3.38984 6.59748 -2.59239
H -4.75203 5.44723 -2.58649
H -3.49608 5.35463 -3.83967
H -0.96867 5.37142 -2.51804
H 0.22292 3.69552 -1.02193
*
```